A | C3H5IN2S | ωB97M-V/def2-TZVPD

CARTESIAN COORDINATES (ANGSTROEM)
C 1.106 1.677 -0.155
C -0.337 -2.441 -0.251
C 0.755 2.657 0.861
N 1.241 1.005 -1.081
N -0.375 -1.249 -0.212
S -1.381 -3.577 -1.518
I -1.949 -0.149 -0.993
H -1.493 -3.706 -0.190
H 0.431 -2.930 0.341
H -0.311 2.830 0.724
H 1.291 3.558 0.667
H 1.024 2.325 1.807

**LUMO level**: -0.558 eV
**Gap between HOMO and LUMO**: 8.4 eV
**HOMO level**: -0.3308 hartree
**Charge**: 0

Charges computed using Löwdin, reported in e:
1 C -0.314
2 C -0.662
3 C -0.058
4 N 0.108
5 N -0.471
6 S 0.527
7 I 0.749
8 H -0.180
9 H 0.086
10 H 0.083
11 H 0.076
12 H 0.056

***

B | C3H5IN2S | ωB97M-V/def2-TZVPD

CARTESIAN COORDINATES (ANGSTROEM)
C -2.109 -1.555 -0.068
C -0.368 -0.299 0.358
C 0.763 -0.998 -0.114
N 1.409 2.810 0.114
N 0.993 1.703 -0.146
S -0.566 1.302 0.314
I -3.851 -0.541 0.084
H -1.991 -2.121 0.848
H 0.674 -2.056 -0.094
H 1.753 -0.551 0.178
H 0.882 -0.647 -1.165
H 2.412 2.951 -0.310

**LUMO level (spin up / spin down)**: -1.124 / -1.120 eV
**Gap between HOMO and LUMO (spin up / spin down)**: 6.4 / 6.4 eV
**HOMO level (spin up / spin down)**: -0.2778 / -0.2781 hartree
**Charge**: 0

Charges computed using Löwdin, reported in e:
1 C -0.665
2 C -0.582
3 C -0.208
4 N -0.012
5 N -0.428
6 S 0.964
7 I 0.661
8 H -0.107
9 H 0.067
10 H 0.095
11 H 0.110
12 H 0.105

***

Short version: B is the least stable of them.

***

A | C2H4FNO | ωB97M-V/def2-TZVPD

CARTESIAN COORDINATES (ANGSTROEM)
O 1.205 0.978 -1.515
N 0.177 0.660 -0.607
C 0.376 -0.535 -0.203
C -0.435 -0.998 1.012
F -1.318 -0.012 1.353
H 0.854 1.128 -2.377
H 1.101 -1.112 -0.777
H -0.938 -1.962 0.658
H 0.319 -1.187 1.832

**LUMO level**: 1.014 eV
**Gap between HOMO and LUMO**: 11.0 eV
**HOMO level**: -0.3674 hartree
**Structure (SMILES)**: O/N=C/CF
**Charge**: 0

Charges computed using Löwdin, reported in e:
1 O -0.084
2 N -0.005
3 C -0.127
4 C -0.207
5 F -0.031
6 H 0.069
7 H 0.122
8 H 0.133
9 H 0.131

***

B | C2H4FNO | ωB97M-V/def2-TZVPD

CARTESIAN COORDINATES (ANGSTROEM)
O -0.835 1.892 -0.958
N -1.315 0.778 -0.860
C -0.483 -0.426 -0.283
C 0.853 -0.118 0.563
F 0.479 0.287 1.803
H -0.244 -1.072 -1.132
H -1.102 -1.039 0.298
H 1.355 -1.094 0.526
H 1.292 0.793 0.043

**LUMO level**: -0.173 eV
**Gap between HOMO and LUMO**: 9.0 eV
**HOMO level**: -0.3379 hartree
**Structure (SMILES)**: O=NCCF
**Charge**: 0

Charges computed using Löwdin, reported in e:
1 O -0.011
2 N -0.033
3 C -0.124
4 C -0.208
5 F -0.042
6 H 0.106
7 H 0.077
8 H 0.111
9 H 0.124

***

Short version: B is the least stable of them.

***

A | C11H15N | ωB97M-V/def2-TZVPD

CARTESIAN COORDINATES (ANGSTROEM)
C 1.533 3.289 0.438
C -0.600 2.037 -0.341
C 0.769 2.092 0.015
C 0.194 -0.014 -0.547
C 1.264 0.783 -0.095
C 0.385 -1.350 -0.785
C 2.500 0.214 0.260
C 1.672 -1.879 -0.539
C 2.725 -1.127 -0.037
N -0.929 0.814 -0.639
H -1.325 2.827 -0.417
H -1.819 0.491 -0.992
H 2.417 3.493 -0.176
H 1.984 3.054 1.409
H -0.427 -2.051 -0.907
H 3.289 0.830 0.656
H 1.821 -2.879 -0.900
H 3.660 -1.515 0.292
H 0.904 4.171 0.450
C -3.714 -2.224 0.096
C -3.515 -2.297 1.618
H -4.719 -1.839 -0.097
H -2.995 -1.532 -0.357
H -3.613 -3.208 -0.351
H -2.984 -1.418 1.983
H -4.467 -2.352 2.148
H -2.953 -3.159 1.989

**LUMO level (spin up / spin down)**: -3.681 / -6.867 eV
**Gap between HOMO and LUMO (spin up / spin down)**: 9.2 / 6.8 eV
**HOMO level (spin up / spin down)**: -0.4748 / -0.5009 hartree
**Charge**: +1
**Spin multiplicity**: 2

Charges computed using Löwdin, reported in e:
1 C 0.001
2 C 0.044
3 C -0.125
4 C -0.166
5 C -0.124
6 C 0.047
7 C 0.053
8 C -0.006
9 C -0.027
10 N 0.158
11 H 0.159
12 H 0.177
13 H 0.109
14 H 0.107
15 H 0.122
16 H 0.129
17 H 0.120
18 H 0.114
19 H 0.092
20 C -0.157
21 C -0.164
22 H 0.069
23 H 0.021
24 H 0.065
25 H 0.052
26 H 0.066
27 H 0.064

***

B | C11H15N | ωB97M-V/def2-TZVPD

CARTESIAN COORDINATES (ANGSTROEM)
C -2.966 1.403 -0.298
C -0.831 -1.482 0.680
C -1.232 -0.492 -0.259
C -2.398 0.216 0.273
C -2.691 -0.458 1.441
C 0.143 -2.364 0.574
C 0.991 -2.167 -0.577
C -0.280 -0.242 -1.295
C 0.772 -1.140 -1.498
N -1.892 -1.614 1.543
H -1.713 -1.977 2.434
H 0.222 -3.303 1.265
H -3.453 -0.234 2.062
H 1.653 -3.012 -0.897
H -0.559 0.186 -2.208
H -2.280 2.098 -0.765
H -3.746 1.915 0.330
H 1.538 -0.962 -2.156
H -3.641 1.180 -1.219
C 2.795 1.295 -0.667
C 2.675 1.698 0.767
H 3.897 1.677 -0.903
H 3.065 0.288 -0.881
H 2.030 1.898 -1.127
H 2.527 2.900 0.875
H 3.565 1.707 1.334
H 1.808 0.988 1.173

**LUMO level (spin up / spin down)**: -4.032 / -7.302 eV
**Gap between HOMO and LUMO (spin up / spin down)**: 9.2 / 5.9 eV
**HOMO level (spin up / spin down)**: -0.4858 / -0.4869 hartree
**Charge**: +1
**Spin multiplicity**: 2

Charges computed using Löwdin, reported in e:
1 C -0.022
2 C -0.258
3 C -0.059
4 C -0.147
5 C 0.102
6 C 0.040
7 C 0.013
8 C 0.058
9 C -0.059
10 N 0.154
11 H 0.151
12 H 0.177
13 H 0.116
14 H 0.141
15 H 0.116
16 H 0.095
17 H 0.115
18 H 0.087
19 H 0.147
20 C -0.217
21 C -0.208
22 H 0.116
23 H 0.037
24 H 0.061
25 H 0.124
26 H 0.029
27 H 0.092

***

C | C11H15N | ωB97M-V/def2-TZVPD

CARTESIAN COORDINATES (ANGSTROEM)
C 1.152 1.848 2.795
C 1.858 2.780 1.759
H 1.307 0.777 2.657
H 1.425 2.074 3.827
H 0.096 2.110 2.736
H 2.153 3.693 2.255
H 1.244 2.839 0.866
H 2.756 2.258 1.429
C 1.241 -0.994 -2.914
C -0.461 -0.768 -1.013
C 0.135 -1.487 -2.045
C -1.350 -1.699 -0.341
C -0.412 -2.806 -2.019
C -1.176 0.919 0.448
C -2.088 0.057 1.071
C -0.388 0.588 -0.635
C -2.193 -1.257 0.659
N -1.287 -2.912 -1.008
H -1.092 1.922 0.849
H -2.775 0.511 1.772
H 0.266 1.282 -1.119
H -3.013 -1.859 1.038
H 1.061 -1.247 -3.958
H 2.188 -1.399 -2.554
H -0.052 -3.562 -2.704
H -1.834 -3.764 -0.968
H 1.240 0.096 -2.885

**LUMO level (spin up / spin down)**: -3.745 / -6.964 eV
**Gap between HOMO and LUMO (spin up / spin down)**: 9.3 / 6.4 eV
**HOMO level (spin up / spin down)**: -0.4796 / -0.4916 hartree
**Charge**: +1
**Spin multiplicity**: 2

Charges computed using Löwdin, reported in e:
1 C -0.163
2 C -0.140
3 H 0.060
4 H 0.064
5 H 0.037
6 H 0.066
7 H 0.036
8 H 0.059
9 C 0.007
10 C -0.108
11 C -0.138
12 C -0.146
13 C 0.065
14 C -0.059
15 C -0.003
16 C 0.052
17 C 0.030
18 N 0.148
19 H 0.107
20 H 0.131
21 H 0.121
22 H 0.132
23 H 0.100
24 H 0.111
25 H 0.158
26 H 0.188
27 H 0.086

***

Short version: B is the least stable of them.